(1)
Molecular formula: C32H23N10O6SV
Method: DFT, ωB97M-V with the def2-TZVPD basis set

The geometry in XYZ format:
```
73
Properties=species:S:1:pos:R:3:mulliken_spin:R:1
V -2.086 -0.653 1.012 1.0832
O -6.273 3.586 1.870 -0.0040
C -5.304 2.647 1.698 -0.0229
C -4.371 2.342 2.692 0.0051
C -3.416 1.373 2.434 -0.0101
N -3.365 0.719 1.272 -0.0659
C -4.252 1.008 0.313 -0.0112
C -5.236 1.967 0.480 0.0037
C -3.989 0.169 -0.926 0.0042
O -4.654 0.326 -1.944 0.0143
O -3.027 -0.637 -0.753 -0.0220
C -2.335 0.874 3.382 -0.0083
O -2.102 1.462 4.432 0.0011
O -1.741 -0.151 2.936 -0.0081
H -6.190 3.977 2.749 0.0002
H -4.379 2.832 3.656 0.0009
H -5.938 2.180 -0.311 0.0009
S -0.768 -2.799 1.784 -0.0036
C -2.420 -3.126 1.943 0.0418
C -2.950 -4.323 2.458 -0.0179
C -4.310 -4.448 2.604 0.0247
C -5.130 -3.381 2.219 -0.0151
C -4.545 -2.236 1.718 0.0442
N -3.227 -2.104 1.573 -0.0256
H -2.270 -5.111 2.737 -0.0006
H -4.742 -5.349 3.018 0.0031
H -6.202 -3.449 2.321 0.0001
H -5.153 -1.387 1.418 0.0003
C 0.225 -1.139 -4.467 0.0000
N -0.197 -1.493 -3.139 -0.0007
C -0.334 -0.701 -2.063 0.0036
N -0.565 -1.434 -0.997 0.0014
C -0.580 -2.694 -1.477 -0.0017
N -0.345 -2.768 -2.765 0.0003
C 1.734 -1.184 -4.577 -0.0001
C 2.355 -1.836 -5.637 0.0000
C 3.743 -1.862 -5.718 0.0000
C 4.516 -1.255 -4.756 0.0000
C 3.902 -0.602 -3.681 0.0000
C 2.505 -0.571 -3.609 0.0003
C 4.679 0.005 -2.646 0.0001
N 5.982 0.126 -2.582 0.0000
N 6.279 0.723 -1.431 0.0000
C 5.152 0.958 -0.803 -0.0006
O 4.080 0.530 -1.536 0.0000
C 4.960 1.540 0.487 0.0006
C 6.038 1.955 1.276 0.0003
C 5.801 2.475 2.529 0.0000
C 4.506 2.595 3.016 0.0003
C 3.423 2.193 2.232 0.0003
C 2.023 2.349 2.787 -0.0007
N 0.972 1.970 1.882 0.0002
C 0.463 0.757 1.628 0.0020
N -0.547 0.871 0.785 -0.0270
C -0.616 2.197 0.545 0.0150
N 0.292 2.889 1.189 -0.0002
C 3.654 1.671 0.979 -0.0008
H -0.134 -0.128 -4.685 0.0000
H -0.228 -1.835 -5.177 0.0000
H -0.289 0.370 -2.088 -0.0011
H -0.763 -3.545 -0.852 -0.0012
H 1.755 -2.327 -6.389 0.0000
H 4.211 -2.379 -6.542 0.0000
H 5.592 -1.277 -4.798 0.0000
H 2.042 -0.070 -2.772 -0.0002
H 7.038 1.850 0.888 0.0000
H 6.628 2.795 3.146 0.0000
H 4.333 2.995 4.004 -0.0001
H 1.852 3.400 3.040 0.0002
H 1.925 1.753 3.700 -0.0002
H 0.816 -0.168 2.046 -0.0010
H -1.337 2.647 -0.113 -0.0017
H 2.836 1.345 0.356 0.0005
```

The value obtained for the calculated total energy is -97270.9392 eV. Its expectation value of S² is 0.79. Its multiplicity is 2. Its charge is -1. For the LUMO energy (spin up / spin down), the calculation gives 0.0501 / 0.0501 Eh. Its HOMO-LUMO gap (spin up / spin down) is 0.1602 / 0.1297 Ha.

***

(2)
Molecular formula: C7H9FN
Method: DFT, ωB97M-V with the def2-TZVPD basis set

The geometry in XYZ format:
```
18
Properties=species:S:1:pos:R:3:lowdin_charge:R:1
C 0.450 -0.024 1.647 -0.0870
C -0.577 0.857 1.502 -0.0886
C 1.453 -0.200 0.619 -0.0982
C -0.998 1.455 0.340 -0.0434
C 1.372 -0.076 -0.712 -0.0166
C -0.858 1.052 -0.911 -0.1910
C -0.005 -0.331 -1.304 -0.1611
N -0.565 -1.544 -0.629 0.1815
F -1.124 1.671 -2.010 0.1486
H 0.783 -0.434 2.583 0.1132
H -0.876 1.431 2.346 0.1191
H 2.359 -0.445 1.123 0.1144
H -1.362 2.476 0.575 0.1568
H 2.211 0.252 -1.345 0.1357
H -0.026 -0.416 -2.371 0.1453
H -0.614 -1.521 0.455 0.1808
H -0.128 -2.512 -0.901 0.2290
H -1.495 -1.692 -1.007 0.1615
```

The value obtained for the calculated total energy is -11603.0273 eV. For the relative energy (zero: lowest compared OMol25 entry of this formula, charge and spin), the calculation gives 291.2 kJ/mol. Its charge is +1. Its SMILES is [NH3+][C@@H]1C=CC=CC=C1F. For the LUMO energy, the calculation gives -0.1438 Eh. Its HOMO-LUMO gap is 0.3326 Ha.

***

(3)
Molecular formula: C3H7O2S
Method: DFT, ωB97M-V with the def2-TZVPD basis set

The geometry in XYZ format:
```
13
Properties=species:S:1:pos:R:3:mulliken_spin:R:1
O -0.576 1.612 2.492 0.0009
C -0.375 1.149 1.369 -0.0023
C 0.952 0.873 0.650 0.0044
C 0.853 -0.682 0.183 -0.0488
S 0.989 -1.303 -1.530 0.9667
H -1.336 1.064 0.724 0.0009
H 1.789 1.061 1.452 0.0020
H 1.145 1.443 -0.197 -0.0048
H -0.044 -1.112 0.677 0.0410
H 1.669 -1.070 0.842 0.0135
H -2.210 -1.536 -2.455 -0.0039
H -0.926 -0.657 -2.238 -0.0121
O -1.931 -0.843 -1.971 0.0426
```

The value obtained for the calculated total energy is -18151.7732 eV. Its expectation value of S² is 0.75. For the relative energy (zero: lowest compared OMol25 entry of this formula, charge and spin), the calculation gives 162.9 kJ/mol. Its multiplicity is 2. Its charge is 0. For the LUMO energy (spin up / spin down), the calculation gives 0.0226 / -0.0987 Eh. Its HOMO-LUMO gap (spin up / spin down) is 0.3836 / 0.2546 Ha.